1.
Computed, not measured: the ion C2H3O3Si with charge -1 at a distorted geometry, with the ωB97M-V functional and the def2-TZVPD basis.

The total charge is -1. The value obtained for the gap between HOMO and LUMO is 7.432 eV. The lowest unoccupied orbital energy is 3.819 eV. The calculation puts the relative energy (zero: lowest compared OMol25 entry of this formula, charge and spin) at 190.65 kJ/mol. The SMILES is [O-]C1=C(O[SiH3])O1. The HOMO energy is -3.61 eV.

The geometry in XYZ format:
```
9
Properties=species:S:1:pos:R:3:nbo_charge:R:1
C -0.184 -1.879 1.089 0.66
C 0.794 -0.956 0.757 0.05
O -0.779 -2.910 1.083 -0.64
O -0.262 -0.798 1.858 -0.55
O 0.133 -0.243 -0.582 -1.04
Si 0.061 1.331 -0.985 1.30
H -1.159 1.959 -0.627 -0.26
H 0.234 1.333 -2.317 -0.26
H 1.162 2.165 -0.275 -0.25
```

***

2.
Computed, not measured: a cluster of 6 separate species, C33H46ClFN4O8S7 in total at a distorted geometry, with the ωB97M-V functional and the def2-TZVPD basis.

The value obtained for the gap between HOMO and LUMO is 7.402 eV. The lowest unoccupied orbital energy is -0.267 eV. The HOMO energy is -7.67 eV.

The geometry in XYZ format:
```
100
Properties=species:S:1:pos:R:3:mulliken_charge:R:1
C -1.326 4.599 0.633 -0.94
C -0.557 3.770 1.793 0.77
Cl 0.178 5.082 2.898 -0.23
C 0.682 2.931 1.260 -1.20
N 0.358 1.766 0.372 1.00
C 0.769 1.958 -1.018 -0.32
C -0.109 2.295 -2.207 0.83
C 0.425 2.494 -3.635 -0.31
C 1.929 2.335 -3.923 -0.86
C 2.810 2.002 -2.717 -0.42
C 2.283 1.813 -1.298 -0.05
C 3.291 1.498 -0.136 0.26
C 3.418 0.131 0.556 -0.28
C 4.436 0.032 1.707 -0.50
C 5.235 1.285 2.022 -0.17
N 5.167 2.536 1.384 -0.60
C 4.205 2.607 0.363 -0.06
S -1.920 2.448 -1.956 -0.27
C -2.180 1.453 -0.409 0.75
C -3.583 0.912 -0.194 -0.67
C -3.852 0.062 1.049 0.14
O -5.158 -0.494 1.356 -0.39
C -5.425 -1.592 0.548 0.46
N -5.679 -2.599 -0.024 -0.45
C -2.694 -0.161 2.002 0.68
C -2.965 -1.020 3.346 -0.60
O -2.326 -2.055 3.621 -0.41
N -4.006 -0.536 4.281 -0.19
C -4.110 0.918 4.265 0.62
O -3.160 1.678 4.435 -0.43
F -5.394 1.508 4.088 -0.25
C -1.267 0.410 1.795 0.76
S 0.059 0.107 3.026 -0.19
C -0.997 1.256 0.529 -1.29
H -0.617 4.840 -0.215 0.15
H -2.300 4.115 0.319 0.17
H -1.615 5.593 1.129 0.49
H -1.271 3.198 2.466 0.08
H 1.432 3.586 0.692 0.49
H 1.274 2.517 2.153 0.33
H -0.244 2.723 -4.519 0.15
H 2.370 2.440 -4.956 0.34
H 3.932 1.894 -2.864 0.33
H 2.776 -0.736 0.220 0.47
H 4.598 -0.922 2.293 0.35
H 5.994 1.194 2.874 0.29
H 4.098 3.618 -0.163 0.34
H -4.444 1.113 -0.908 0.34
H -4.902 -0.938 3.964 0.34
H -0.584 0.135 4.257 0.18
C -1.221 -5.150 1.062 -0.82
S -0.017 -4.021 1.792 0.70
O 0.456 -3.108 0.703 -0.64
C 1.261 -5.264 2.050 -0.33
H -2.104 -4.575 0.780 0.31
H -0.797 -5.625 0.176 0.15
H -1.501 -5.907 1.797 0.34
H 1.523 -5.729 1.098 -0.12
H 0.900 -6.019 2.751 0.20
H 2.141 -4.774 2.469 0.33
C -0.993 -9.282 4.755 -0.93
S 0.220 -8.165 5.488 0.42
O 0.697 -7.252 4.407 -0.60
C 1.498 -9.412 5.744 -0.97
H -1.872 -8.700 4.478 0.31
H -0.575 -9.753 3.864 0.29
H -1.277 -10.042 5.485 0.38
H 1.763 -9.876 4.792 0.30
H 1.136 -10.168 6.443 0.39
H 2.378 -8.924 6.165 0.31
C 3.626 -7.838 -1.745 -1.03
S 2.229 -6.843 -1.184 0.56
O 1.399 -7.702 -0.287 -0.60
C 1.395 -6.765 -2.781 -0.97
H 4.269 -8.043 -0.889 0.31
H 3.268 -8.780 -2.164 0.31
H 4.191 -7.283 -2.496 0.38
H 1.175 -7.773 -3.136 0.32
H 2.031 -6.244 -3.499 0.38
H 0.463 -6.213 -2.657 0.29
C 0.980 7.851 -2.835 -0.95
S 1.454 7.637 -1.107 0.39
O 0.478 6.690 -0.491 -0.46
C 1.001 9.301 -0.576 -1.02
H 1.144 6.907 -3.356 0.28
H -0.075 8.122 -2.902 0.29
H 1.598 8.627 -3.289 0.43
H -0.055 9.483 -0.781 0.30
H 1.619 10.031 -1.101 0.40
H 1.181 9.381 0.497 0.32
C -3.799 5.884 -6.066 -0.99
S -2.439 4.701 -6.002 0.55
O -1.567 5.082 -4.851 -0.53
C -1.623 5.267 -7.509 -0.98
H -4.425 5.736 -5.185 0.32
H -3.408 6.903 -6.064 0.29
H -4.393 5.710 -6.965 0.39
H -1.366 6.324 -7.419 0.29
H -2.285 5.113 -8.363 0.39
H -0.712 4.683 -7.649 0.31
```

***

3.
Computed, not measured: a structure of composition C5H9N3 at a distorted geometry, with the ωB97M-V functional and the def2-TZVPD basis.

The value obtained for the gap between HOMO and LUMO is 8.716 eV. The lowest unoccupied orbital energy is -0.207 eV. The calculation puts the relative energy (zero: lowest compared OMol25 entry of this formula, charge and spin) at 794.06 kJ/mol. The HOMO energy is -8.92 eV.

The geometry in XYZ format:
```
17
Properties=species:S:1:pos:R:3:nbo_charge:R:1
C 1.509 -1.134 0.051 -0.40
C -2.329 -0.925 0.073 -0.44
N 0.480 -0.122 -0.253 -0.30
N -1.106 -1.038 0.845 -0.65
C -0.147 0.618 0.584 0.67
N -0.671 1.609 1.070 -0.68
C 1.593 1.384 -0.896 -0.09
C 2.187 2.077 -1.696 -0.36
H -1.291 -0.745 1.807 0.35
H -0.265 2.509 0.829 0.40
H 2.173 -1.194 -0.808 0.23
H 2.080 -0.868 0.940 0.20
H 0.997 -2.085 0.183 0.25
H -3.040 -1.668 0.457 0.21
H -2.133 -1.167 -0.973 0.19
H -2.806 0.061 0.134 0.18
H 2.770 2.688 -2.345 0.23
```